(1)
2 unconnected molecules or ions with the total composition C4H9N2O at a distorted geometry. Source: OMol25; level of theory: the ωB97M-V functional and the def2-TZVPD basis.

Structure (XYZ):
```
16
Properties=species:S:1:pos:R:3:lowdin_charge:R:1
C -0.20632 -1.78469 1.14007 0.0388
C -0.62705 -0.54739 0.64588 -0.2692
C -0.82930 -1.98615 -1.00319 -0.0430
N -0.42636 -2.60087 0.07319 0.0797
N -0.95639 -0.70239 -0.63753 0.1494
C -0.68956 0.77408 1.34575 0.0018
H 0.09020 -2.14126 2.12650 0.1522
H -1.21635 -2.51382 -1.87488 0.1730
H -0.37487 -3.62667 0.20877 0.2057
H -1.25188 0.08966 -1.23640 0.2137
H -0.11756 1.52568 0.77607 0.0957
H -0.26841 0.70834 2.36306 0.1011
H -1.73717 1.11117 1.41979 0.1015
O 2.57823 3.91014 -2.05702 -0.0923
H 3.54881 3.96930 -2.20780 0.0525
H 2.48402 3.81482 -1.08219 0.0395
```

charge	+1
calculated total energy	-9315.3170	eV
energy above the lowest of the compared OMol25 structures with the same formula, charge and spin	16.12	kcal/mol
largest force on an atom	3.634	eV/A
molecular weight	101.13	g mol⁻¹
spin multiplicity	1


(2)
A gas-phase ion, C4H9N2O (charge +1) at a distorted geometry. Source: OMol25; level of theory: the ωB97M-V functional and the def2-TZVPD basis.

Structure (XYZ):
```
16
Properties=species:S:1:pos:R:3:lowdin_charge:R:1
C -1.79334 -0.46713 -0.26314 0.0874
C -0.83589 -1.33851 0.03090 -0.0818
C 0.34818 -0.78592 0.81954 -0.2687
O -0.02200 -0.27905 2.02465 0.0200
C 0.93161 0.50454 -0.12293 -0.2392
N 1.08966 0.29095 -1.41182 0.2399
N 1.29228 1.59797 0.54867 0.2254
H -2.61475 -0.85076 -0.84402 0.0887
H -1.86716 0.47337 0.06712 0.0407
H -0.77113 -2.26754 -0.26372 0.0614
H 1.10021 -1.62196 0.77250 0.1777
H -0.68210 0.41987 1.96631 0.1173
H 0.57489 -0.51964 -1.65099 0.1139
H 1.59236 0.99880 -1.89590 0.1420
H 1.09279 1.44340 1.54072 0.1281
H 1.48562 2.52748 0.20818 0.1470
```

charge	+1
calculated total energy	-9313.4800	eV
energy above the lowest of the compared OMol25 structures with the same formula, charge and spin	58.48	kcal/mol
largest force on an atom	6.285	eV/A
SMILES	C=C[C@H](O)C(N)=[NH2+]
molecular weight	101.13	g mol⁻¹
spin multiplicity	1


(3)
A molecular structure, C4H9N2O at a distorted geometry. Source: OMol25; level of theory: the ωB97M-V functional and the def2-TZVPD basis.

Structure (XYZ):
```
16
Properties=species:S:1:pos:R:3:lowdin_charge:R:1
C 0.07005 -3.13300 1.21251 0.0414
C -0.50886 3.73813 -0.67012 0.1369
C -0.30340 0.29805 -0.79300 -0.0271
C 0.57517 -2.16776 0.49881 -0.2361
N -0.88349 1.50930 -0.49314 -0.0144
N 0.65474 -0.73955 0.53130 0.0779
O -0.07636 2.59953 -0.37934 -0.0367
H -0.47002 -3.00973 2.13301 0.0627
H 0.23684 -4.20844 0.83465 0.1144
H -1.46988 3.97218 -1.35484 0.1784
H -0.03472 4.69733 -0.38206 0.1279
H -1.16337 -0.37061 -0.98460 0.1329
H 0.43428 0.27518 -1.49244 0.0743
H 1.10975 -2.57739 -0.34632 0.1107
H 1.59836 -0.49768 0.32607 0.1279
H 0.23091 -0.38553 1.35949 0.1290
```

charge	+1
calculated total energy	-9308.6760	eV
energy above the lowest of the compared OMol25 structures with the same formula, charge and spin	169.26	kcal/mol
largest force on an atom	3.898	eV/A
molecular weight	101.13	g mol⁻¹
spin multiplicity	1


(4)
A gas-phase ion, C4H9N2O (charge +1) at a distorted geometry. Source: OMol25; level of theory: the ωB97M-V functional and the def2-TZVPD basis.

Structure (XYZ):
```
16
Properties=species:S:1:pos:R:3:lowdin_charge:R:1
C -0.02694 1.30972 -1.65784 0.0090
N -0.09298 0.33396 -0.54943 0.0129
C 0.81884 -0.57975 -0.30525 -0.3088
O 1.82213 -0.77826 -1.06729 0.1907
C 0.48801 -1.41503 0.96183 -0.0071
N -0.93652 -0.95239 1.29601 -0.0217
C -0.98209 0.35402 0.85726 -0.0916
H 0.12113 0.75115 -2.53694 0.0768
H 0.79097 2.04858 -1.74729 0.1176
H -1.00874 1.77284 -1.82157 0.1054
H 2.47971 -1.52962 -0.77994 0.2286
H 0.58479 -2.38839 0.64016 0.1054
H 1.02047 -1.38583 1.87587 0.1283
H -1.62880 -1.49794 0.74500 0.1443
H -2.02156 0.60224 0.33580 0.1801
H -0.54655 1.02699 1.57943 0.1300
```

charge	+1
calculated total energy	-9313.5248	eV
energy above the lowest of the compared OMol25 structures with the same formula, charge and spin	57.44	kcal/mol
largest force on an atom	4.682	eV/A
SMILES	C[N+]1=C(O)CNC1
molecular weight	101.13	g mol⁻¹
spin multiplicity	1


(5)
2 unconnected molecules or ions with the total composition C4H9N2O2 at a distorted geometry. Source: OMol25; level of theory: the ωB97M-V functional and the def2-TZVPD basis.

Structure (XYZ):
```
17
Properties=species:S:1:pos:R:3:lowdin_charge:R:1
O -0.63432 0.33821 -1.53099 -0.1498
C 0.04610 -0.34433 -0.69880 -0.6760
N -0.24402 -1.49439 -0.12972 0.0400
C -3.35882 0.04788 0.07706 -0.1068
O -4.51406 0.39029 0.40107 -0.0900
C 1.46522 0.25532 -0.37722 -0.3901
C 2.16747 -0.52169 0.81080 -0.1145
N 1.31715 1.68641 -0.09233 0.0048
H -1.07086 -1.78586 -0.62481 -0.0179
H -3.26117 -0.90520 -0.48268 0.0706
H -2.45210 0.64651 0.25384 0.0662
H 2.18497 -0.00032 -1.19334 0.1196
H 2.95500 0.13789 1.21192 0.0571
H 1.34079 -0.79478 1.47880 0.0433
H 2.53599 -1.48305 0.44168 0.0535
H 0.39752 1.97610 -0.43377 0.0445
H 1.12512 1.85102 0.88849 0.0456
```

charge	-1
calculated total energy	-11369.2454	eV
energy above the lowest of the compared OMol25 structures with the same formula, charge and spin	44.28	kcal/mol
largest force on an atom	2.969	eV/A
molecular weight	117.13	g mol⁻¹
spin multiplicity	1


(6)
2 unconnected molecules or ions with the total composition C4H9N2O2 at a distorted geometry. Source: OMol25; level of theory: the ωB97M-V functional and the def2-TZVPD basis.

Structure (XYZ):
```
17
Properties=species:S:1:pos:R:3:lowdin_charge:R:1
C 0.43366 -0.18766 -0.87385 -0.3009
C 0.10618 -1.01958 0.39260 -0.1203
C -2.16799 0.45217 0.60028 -0.1979
N -2.72675 -0.13046 -0.41708 -0.0552
N 1.42617 0.88280 -0.75609 -0.0069
C 2.71108 0.42862 -0.19066 -0.8201
O 3.15090 -0.63712 -0.65221 -0.0741
O 3.16629 1.19649 0.67775 -0.0967
H 0.84825 -0.92688 -1.56104 0.0986
H -0.43897 0.30522 -1.29719 0.0703
H -0.86936 -1.43717 0.19266 0.0294
H 0.11355 -0.42021 1.30691 0.0695
H -2.29464 0.04424 1.61649 0.0798
H -1.76172 1.46090 0.44919 0.0891
H 0.85304 -1.80345 0.49354 0.0703
H -3.60429 0.21282 0.13956 0.0890
H 1.05461 1.57927 -0.12086 0.0762
```

charge	-1
calculated total energy	-11367.0703	eV
energy above the lowest of the compared OMol25 structures with the same formula, charge and spin	94.44	kcal/mol
largest force on an atom	2.252	eV/A
molecular weight	117.13	g mol⁻¹
spin multiplicity	1


(7)
A gas-phase ion, C4H9N2O2 (charge -1) at a distorted geometry. Source: OMol25; level of theory: the ωB97M-V functional and the def2-TZVPD basis.

Structure (XYZ):
```
17
Properties=species:S:1:pos:R:3:lowdin_charge:R:1
O 3.51740 -0.66188 0.65298 -0.0412
C 2.42881 -0.13040 0.51191 -0.3832
N 1.84045 0.07993 -0.68568 0.0119
C 0.45703 0.53130 -0.74208 -0.2172
C -0.54040 -0.63396 -0.69408 -0.3636
N -1.89627 -0.24078 -0.46633 -0.1061
C -1.98056 0.23188 1.26634 -0.4571
O -1.05180 0.96065 1.70366 -0.2476
H 1.81504 0.22788 1.35508 0.1379
H 2.42367 -0.22978 -1.45204 0.1320
H 0.31191 1.12530 0.16607 0.0809
H 0.28252 1.15451 -1.61892 0.1056
H -0.23655 -1.34146 0.09225 0.0961
H -0.28644 -1.27794 -1.57459 0.0902
H -2.16706 0.38800 -1.23308 0.0355
H -1.92323 -0.83528 1.54317 0.0655
H -2.99452 0.65205 1.17536 0.0606
```

charge	-1
calculated total energy	-11368.6790	eV
energy above the lowest of the compared OMol25 structures with the same formula, charge and spin	57.34	kcal/mol
largest force on an atom	1.999	eV/A
SMILES	O=CNCCNC[O-]
molecular weight	117.13	g mol⁻¹
spin multiplicity	1


(8)
A molecular structure, C4H9N2O2 at a distorted geometry. Source: OMol25; level of theory: the ωB97M-V functional and the def2-TZVPD basis.

Structure (XYZ):
```
17
Properties=species:S:1:pos:R:3:lowdin_charge:R:1
O 2.12015 0.67018 1.54200 -0.2776
C 0.98677 -0.04735 1.42509 -0.6364
N 1.27401 -1.49481 1.50810 0.0472
C 0.20769 0.15002 0.14114 -0.3272
C 0.34737 1.43887 -0.59902 -0.0262
N -0.97810 -0.54212 0.00144 0.1646
C -1.96486 -0.34462 -1.31438 -0.4654
O -1.55579 -0.34840 -2.59251 -0.2937
H 2.18758 -1.57430 1.75607 0.0062
H 0.94330 -2.06229 0.73485 0.0376
H 0.31017 0.12031 2.25319 0.1112
H -0.62995 2.02436 -0.53346 0.1035
H 1.13982 2.03702 -0.07860 0.0837
H 0.57136 1.35995 -1.65503 0.0790
H 0.17264 -0.80145 -0.56508 0.2049
H -2.68436 -1.23113 -1.05046 0.0940
H -2.44780 0.64576 -0.97334 0.0946
```

charge	-1
calculated total energy	-11364.1036	eV
energy above the lowest of the compared OMol25 structures with the same formula, charge and spin	162.85	kcal/mol
largest force on an atom	4.490	eV/A
molecular weight	117.13	g mol⁻¹
spin multiplicity	1